DFT (ωB97M-V/def2-TZVPD) results for a cluster of 9 separate species, C13H42ClO12 in total.

```
68
Properties=species:S:1:pos:R:3:mulliken_charge:R:1
H 0.25 1.47 1.27 0.250
C -4.32 3.12 0.51 -1.334
H 2.67 -0.23 -2.72 -0.087
O 0.95 -1.81 -1.14 -0.614
H -1.49 -1.77 -2.75 -0.117
O -2.62 1.91 -0.76 -0.556
H -3.54 -3.45 2.57 0.290
H 3.44 0.03 -4.29 0.289
H 2.37 1.25 -3.72 0.186
C 1.35 -0.51 -4.40 0.391
O 0.90 -1.92 1.13 -0.773
H -3.08 -1.72 2.52 0.182
H -3.89 -1.28 -2.61 0.294
C -2.87 -2.72 2.14 -0.259
H 2.46 0.10 4.91 0.325
H 1.67 -1.53 -4.64 0.267
H -4.52 4.15 0.84 0.345
H 1.28 4.20 -3.03 0.302
O 3.81 -3.73 -0.90 -0.538
H -2.72 -2.78 1.06 0.009
C -2.85 2.88 0.29 0.668
H 3.14 0.05 1.44 0.223
C -3.50 -2.14 -2.04 -0.047
H -1.06 0.55 2.77 -0.025
H 3.68 -2.10 -2.13 0.005
H 3.84 -0.97 4.68 0.367
H 2.86 1.27 2.90 0.172
H 4.45 0.97 3.63 0.282
H -0.90 -2.49 2.28 0.350
H 0.42 0.89 -5.28 0.329
O -0.82 -0.79 0.00 -0.566
O 3.88 -0.30 1.97 -0.521
H -3.41 -1.81 -1.01 0.086
C 3.02 -0.47 4.16 -1.137
C 2.52 0.17 -3.72 -0.424
H -1.69 -3.37 -2.19 0.245
H 2.50 -1.35 3.78 0.253
H 0.98 2.50 -1.61 -0.013
C 0.45 3.43 -1.43 0.062
H -1.31 1.45 5.05 0.385
O 1.03 0.21 -5.59 -0.552
H -2.46 2.34 1.15 -0.348
H 5.11 -2.12 -0.94 0.233
O 1.33 0.19 0.20 -0.655
H -0.60 3.36 -1.72 0.187
C -0.86 2.09 4.29 -1.459
H -0.09 2.69 4.79 0.331
H -4.92 2.92 -0.38 0.324
H -2.20 3.74 0.11 0.278
C 3.60 0.50 3.13 -0.037
C -0.32 1.27 3.14 0.962
O -4.40 -3.27 -2.08 -0.540
H -4.69 2.45 1.29 0.327
H 0.52 -0.79 -3.75 -0.365
H 0.48 3.67 -0.37 0.081
O 0.02 2.07 1.98 -0.506
H 5.10 -3.10 -2.35 0.286
H -5.27 -2.89 -1.94 0.284
H 3.53 -3.45 -0.03 0.314
H -2.12 1.20 -0.34 0.272
H -1.68 2.71 3.92 0.328
H 0.61 0.74 3.36 -0.254
C -2.21 -2.60 -2.75 -0.654
O -1.59 -2.95 2.79 -0.596
O 1.15 4.47 -2.12 -0.594
C 4.43 -2.67 -1.60 -0.292
H -2.40 -2.86 -3.79 0.421
Cl 0.61 -1.06 0.04 1.673
```

Computed properties:
**Charge**: -1
**Gap between HOMO and LUMO**: 9.954 eV
**LUMO**: 0.09526 Eh

DFT (ωB97M-V/def2-TZVPD) results for a cluster of 10 separate species, C13H43F6NO9P in total.

```
73
Properties=species:S:1:pos:R:3:mulliken_charge:R:1
H -2.31 -2.35 -4.51 -0.296
H -0.27 -1.93 -5.45 0.291
H -4.57 1.20 -1.78 0.347
N 1.64 0.74 3.15 0.124
C -0.74 0.50 2.75 -2.131
H -0.53 -0.57 2.64 0.493
F -2.74 1.53 -2.75 -0.541
H 3.15 2.87 2.82 0.207
F -1.88 0.67 -0.81 -0.302
C 2.95 0.03 -2.30 -0.056
H 1.14 0.79 6.94 0.390
H -3.84 -2.87 -3.83 0.154
O -0.59 -1.43 -6.21 -0.666
F -2.79 -0.67 -2.42 -0.269
H 2.62 -0.47 5.39 0.408
C 2.61 0.61 5.36 -1.147
O -5.36 0.93 -1.29 -0.700
F -0.54 1.66 -2.37 -0.459
H 0.12 3.10 2.43 0.177
H 3.25 1.25 -0.84 0.266
O -0.31 -2.14 0.55 -0.601
H 0.50 2.62 -1.27 0.434
H 1.42 2.28 6.01 0.320
O 1.29 2.80 -0.73 -0.731
F -1.26 0.18 -3.93 -0.305
H 1.83 0.08 1.43 0.149
H 2.14 0.63 -2.72 0.170
H -3.81 -1.98 -1.52 0.383
C 2.54 -1.42 -2.45 -0.970
O 3.24 0.29 -0.94 -0.455
H 4.37 2.60 4.08 0.501
O 1.83 0.99 1.76 0.114
H 2.40 -1.66 -3.51 0.330
H -5.08 -2.81 -1.41 0.308
C 0.15 0.81 5.05 -1.207
O -4.53 -2.21 -0.91 -0.683
H -1.70 0.53 3.25 0.392
H -2.69 1.57 -4.82 0.328
C 2.85 1.06 3.90 1.650
C 3.31 2.53 3.85 -1.632
C 3.98 0.21 3.35 -2.043
H -0.92 2.92 3.83 0.445
H -0.72 0.92 1.74 0.333
H -2.77 2.89 -5.56 0.291
P -1.58 0.43 -2.37 1.359
H 2.73 3.19 4.48 0.315
H 3.82 0.13 -2.96 0.304
H 3.71 -0.85 3.27 0.409
H -5.13 0.06 -0.94 0.336
C 0.09 2.72 3.45 -1.531
H 3.41 1.09 5.94 0.369
H 1.59 -1.67 -1.98 0.064
F -0.51 -0.67 -1.99 -0.354
H 0.04 -0.28 5.08 0.401
H -2.87 -5.00 -3.26 0.337
H -0.79 1.21 5.45 0.437
H 0.65 -2.17 0.62 0.308
C -2.21 -4.34 -3.84 -1.157
O -3.58 -3.59 -5.70 -0.575
H -1.80 -4.99 -4.62 0.376
C 1.33 1.20 5.94 -0.681
H -0.50 -1.23 0.29 0.146
C 0.33 1.20 3.59 1.682
C -3.00 -3.18 -4.45 0.493
H -4.29 -4.20 -5.48 0.318
H 3.31 -2.14 -2.14 0.367
H -1.04 -0.68 -5.81 0.408
H 4.18 0.43 2.29 0.387
H -1.38 -4.02 -3.21 0.270
H 0.74 3.31 4.08 0.365
H 1.04 2.51 0.15 0.257
O -2.59 1.96 -5.69 -0.679
H 4.91 0.31 3.89 0.457
```

Computed properties:
**Charge**: -1
**Gap between HOMO and LUMO**: 9.120 eV
**LUMO**: 0.08934 Eh

DFT (ωB97M-V/def2-TZVPD) results for a structure of composition C13H44F6FeO17S2.

```
83
Properties=species:S:1:pos:R:3:mulliken_spin:R:1
O 0.03 0.96 -2.09 0.021
H -5.77 0.09 -3.13 0.000
H 0.66 -2.05 0.01 -0.001
H -2.66 -4.36 3.03 0.000
H -4.38 -2.39 -0.47 0.000
H 3.55 2.12 -0.42 0.002
C 2.54 5.26 -1.23 0.000
O 0.97 -0.45 4.21 0.002
H 0.11 -4.36 0.79 0.000
H 1.80 -4.71 -1.31 0.000
O -1.65 -3.74 1.34 0.000
H 1.65 5.81 -0.96 0.000
H 2.44 0.30 -1.56 -0.003
S 1.27 -0.96 2.87 0.008
H 3.25 5.36 -0.42 0.000
C 0.94 3.05 2.02 -0.001
H -4.19 0.11 -0.47 0.000
H 4.47 0.50 -0.51 0.001
H 2.40 2.26 7.29 0.000
C 3.57 1.03 -0.16 0.006
H -0.22 -2.35 -2.23 0.000
F -1.42 1.95 -5.42 0.001
O 2.78 -0.49 -3.08 0.000
H 3.52 -1.90 -4.46 0.000
H -3.12 2.23 0.02 0.002
O -4.10 -0.44 0.31 0.000
F 3.76 -0.40 3.53 0.000
H -1.57 -2.82 1.74 0.000
C -0.76 -1.83 -1.40 0.000
H -3.02 1.78 1.68 0.002
C -2.62 -4.63 1.96 0.000
H 1.94 -0.45 -3.54 0.000
C -2.43 1.99 0.82 0.003
H 2.38 -5.33 0.22 0.000
H -1.36 -2.69 -1.05 0.003
H 0.93 1.73 4.91 0.000
S -0.60 2.01 -2.85 0.017
H -1.64 2.80 0.92 -0.001
H 2.98 5.63 -2.15 0.000
O -4.22 0.96 -2.18 0.000
H 0.44 4.01 2.27 -0.001
O 1.36 2.31 5.56 0.000
H -2.31 0.08 0.52 0.000
H 1.62 0.71 6.99 0.000
H 4.29 -1.88 -2.80 0.000
O 0.75 -4.04 0.20 0.000
H -5.84 1.82 -3.13 0.000
H 2.72 -2.60 -3.07 0.000
C -5.18 1.03 -3.26 0.000
F -1.77 0.18 -4.33 0.000
O 2.11 3.91 -1.28 0.001
H -4.75 0.99 -4.28 0.000
O 0.51 2.79 0.66 0.036
H 3.01 1.14 5.95 0.000
H 2.03 3.09 2.20 0.000
O 0.51 -2.07 2.47 0.002
F 0.31 0.71 -4.92 0.000
H -5.83 -1.48 -0.27 0.000
H -3.49 1.57 -2.44 0.000
H -4.91 -1.96 1.22 0.000
O 2.41 0.38 -0.57 0.044
H 1.63 3.71 -2.11 0.000
C 2.13 1.55 6.46 0.000
H -2.38 -5.71 1.86 0.000
H 0.87 -5.90 -0.59 0.000
C 1.52 -5.05 -0.40 0.000
H -1.36 -0.97 -1.67 0.002
C 3.35 -1.74 -3.39 0.000
H 3.60 1.01 0.92 -0.001
O 0.24 3.11 -3.29 0.000
C 3.02 -1.40 3.01 0.002
F 3.30 -2.49 3.70 0.001
O -1.90 2.39 -2.32 0.000
O 0.12 -1.33 -0.38 0.022
H 0.42 2.35 2.60 0.005
C -0.86 1.19 -4.47 0.003
C -4.87 -1.63 0.17 0.000
O -1.67 0.86 0.48 0.047
O 1.41 0.05 1.83 0.012
F 3.38 -1.64 1.70 0.000
Fe 0.42 0.71 0.14 3.763
H 1.05 3.11 -0.07 -0.001
H -3.63 -4.45 1.58 0.000
```

Computed properties:
**Charge**: 0
**Gap between HOMO and LUMO (alpha / beta)**: 10.176 / 9.420 eV
**LUMO (alpha / beta)**: 0.01833 / 0.01828 Eh
**Multiplicity**: 5

DFT (ωB97M-V/def2-TZVPD) results for a cluster of 9 separate species, C13H45N15O10 in total.

```
83
Properties=species:S:1:pos:R:3:mulliken_charge:R:1
N -14.25 -19.92 -4.33 -0.182
C -15.99 -25.65 -5.75 0.626
H -14.33 -21.66 0.72 0.378
H -19.43 -14.59 -6.12 0.175
C -13.85 -18.81 -3.69 0.835
H -15.80 -16.67 -10.51 0.172
H -14.33 -24.50 -4.74 0.384
C -17.27 -17.99 -10.08 0.565
O -17.96 -17.44 -4.01 -0.732
O -16.25 -22.36 -2.01 -0.619
H -18.43 -23.25 -6.97 0.250
H -15.56 -15.32 -6.19 0.227
H -15.68 -23.35 1.41 0.304
H -16.90 -23.82 -5.32 0.207
H -15.81 -17.99 -11.59 0.211
O -14.27 -18.43 -2.59 -0.705
N -20.33 -21.68 -3.25 -0.231
C -19.75 -24.62 -7.61 0.528
H -16.97 -16.43 -8.70 0.168
H -14.94 -20.49 -3.87 -0.101
H -15.94 -26.53 -5.10 0.340
H -20.04 -16.19 -3.00 0.242
H -16.84 -24.79 -4.06 0.202
H -17.69 -20.02 -7.02 0.139
N -21.47 -19.83 -3.75 -0.439
C -12.93 -26.59 -5.15 -0.704
H -19.10 -15.37 -1.87 0.153
H -12.95 -17.04 -4.05 0.227
H -18.60 -25.24 -6.01 0.243
O -21.91 -20.86 -1.77 -0.640
O -20.55 -24.99 -8.49 -0.732
H -12.61 -25.94 -4.33 0.311
H -13.91 -20.07 -5.26 0.206
H -18.36 -17.50 -8.49 0.163
O -17.93 -18.97 -10.38 -0.635
H -16.28 -23.29 -1.74 0.308
H -12.02 -27.03 -5.56 0.280
H -16.12 -17.00 -2.49 0.164
H -14.26 -22.60 -1.79 0.253
C -15.03 -21.94 -1.38 -0.280
H -20.01 -26.24 -6.54 0.219
H -19.90 -21.51 -4.13 0.111
N -17.56 -17.18 -9.02 -0.281
N -18.60 -15.03 -5.76 -0.285
N -16.97 -16.54 -2.20 -0.368
H -20.12 -22.42 -2.60 0.169
C -14.57 -25.01 -5.68 -0.630
H -16.64 -16.25 -5.22 0.138
H -18.59 -15.49 -4.87 0.183
H -17.45 -18.98 -5.58 0.014
H -17.13 -21.31 -3.26 0.221
N -17.46 -19.86 -6.05 -0.091
C -16.31 -26.03 -7.21 -1.519
N -16.16 -17.59 -10.74 -0.366
C -17.42 -14.72 -6.32 0.466
C -18.03 -16.72 -2.98 0.806
C -21.18 -20.76 -2.75 0.587
H -12.76 -18.29 -5.32 0.161
H -17.29 -26.52 -7.28 0.443
O -15.40 -23.39 0.50 -0.537
H -14.76 -20.93 -1.69 0.226
O -13.51 -25.78 -6.16 -0.419
C -17.21 -20.98 -5.32 0.278
H -20.74 -19.56 -4.37 0.219
H -19.07 -22.98 -8.60 0.177
N -16.95 -24.81 -5.06 -0.555
N -19.47 -25.39 -6.53 -0.339
C -15.17 -22.02 0.13 -0.526
H -22.17 -19.15 -3.47 0.226
N -19.14 -16.07 -2.58 -0.436
O -17.29 -14.04 -7.34 -0.662
H -14.56 -24.09 -6.29 0.217
N -13.15 -17.93 -4.47 -0.456
H -17.41 -19.71 -3.69 -0.230
N -19.00 -23.52 -7.75 -0.194
H -16.05 -21.42 0.38 0.299
N -16.44 -15.39 -5.70 -0.295
N -17.21 -20.64 -4.03 0.436
O -17.11 -22.15 -5.70 -0.796
H -16.27 -25.18 -7.89 0.316
H -15.74 -26.90 -7.53 0.394
H -16.98 -16.00 -1.35 0.153
H -13.51 -27.44 -4.80 0.263
```

Computed properties:
**Charge**: 0
**Gap between HOMO and LUMO**: 8.369 eV
**LUMO**: -0.00554 Eh
**SMILES string**: COC[C@H](C)N.NC(N)=O.NC(N)=O.NC(N)=O.NC(N)=O.NC(N)=O.NC(N)=O.NC(N)=O.OCCO

| no. | strongest force on any atom (eV/A) | electronic energy (Ha) |
| --- | --- | --- |
| 1 | 2.535 | -1883.2788 |
| 2 | 1.509 | -2193.8709 |
| 3 | 3.496 | -4460.0285 |
| 4 | 3.159 | -2096.3007 |